Record 1
Formula: C31H84F3N6O15S
Source: the Open Molecules 2025 dataset
Level of theory: wB97M-V/def2-TZVPD

Structure (XYZ):
```
140
Properties=species:S:1:pos:R:3:lowdin_charge:R:1
C 0.081 -1.463 1.409 -0.64
F -0.968 -2.157 0.942 0.10
F 0.876 -2.163 2.180 0.13
F 0.834 -0.969 0.380 0.08
S -0.698 -0.053 2.558 0.47
O 0.450 0.848 2.792 -0.39
O -1.807 0.518 1.815 -0.37
O -1.206 -0.693 3.784 -0.38
C 5.329 4.655 4.937 -0.25
C 4.568 4.438 6.314 -0.23
O 3.177 4.750 6.299 -0.06
O 5.148 3.609 4.050 -0.07
H 6.407 4.726 5.079 0.12
H 4.876 5.471 4.374 0.11
H 4.900 5.141 7.078 0.11
H 4.821 3.438 6.665 0.11
H 2.800 4.110 5.692 0.08
H 4.201 3.455 4.018 0.08
C -4.205 -7.779 -3.337 -0.25
C -4.961 -8.823 -2.506 -0.28
O -4.647 -10.089 -2.972 -0.05
O -4.483 -7.830 -4.723 -0.05
H -3.162 -7.956 -3.076 0.11
H -4.518 -6.794 -2.989 0.12
H -6.033 -8.673 -2.628 0.12
H -4.750 -8.691 -1.445 0.12
H -3.875 -10.322 -2.451 0.09
H -4.310 -8.733 -5.000 0.08
C -6.001 -1.715 8.120 -0.30
C -4.796 -1.996 8.925 -0.29
O -3.874 -2.839 8.283 -0.04
O -5.683 -0.675 7.271 -0.04
H -6.739 -1.419 8.865 0.12
H -6.395 -2.598 7.616 0.13
H -5.287 -2.644 9.651 0.11
H -4.396 -1.143 9.474 0.13
H -3.256 -2.315 7.768 0.09
H -4.818 -0.907 6.924 0.09
C 5.365 2.663 -8.271 -0.07
C 4.324 1.805 -7.518 -0.44
C 4.216 2.081 -5.998 -0.22
O 5.404 1.848 -5.301 -0.17
C 5.345 2.355 -4.005 -0.12
N 3.069 2.037 -8.197 0.02
H 6.370 2.543 -7.866 0.07
H 5.116 3.725 -8.250 0.08
H 5.436 2.430 -9.333 0.07
H 4.594 0.761 -7.680 0.13
H 3.414 1.385 -5.753 0.13
H 3.892 3.119 -5.932 0.13
H 4.353 2.195 -3.582 0.09
H 5.637 3.402 -3.912 0.09
H 6.049 1.732 -3.453 0.09
H 3.234 2.030 -9.193 0.06
H 2.476 1.226 -8.087 0.07
C 11.959 -6.913 -1.903 -0.09
C 10.830 -7.691 -2.560 -0.42
C 9.931 -6.748 -3.424 -0.20
O 9.176 -5.842 -2.618 -0.18
C 8.186 -5.137 -3.362 -0.11
N 11.463 -8.736 -3.351 0.02
H 12.536 -7.517 -1.202 0.07
H 11.545 -6.102 -1.304 0.08
H 12.708 -6.532 -2.598 0.08
H 10.227 -8.049 -1.725 0.14
H 9.283 -7.375 -4.036 0.12
H 10.515 -6.188 -4.154 0.12
H 7.415 -5.719 -3.867 0.09
H 8.602 -4.397 -4.045 0.08
H 7.686 -4.429 -2.700 0.09
H 12.419 -8.921 -3.081 0.06
H 11.755 -8.294 -4.212 0.06
C 1.853 7.884 -0.228 -0.09
C 2.648 9.125 -0.557 -0.42
C 3.344 9.286 -1.953 -0.12
O 2.233 9.429 -2.902 -0.23
C 2.543 9.143 -4.201 -0.15
N 1.579 10.114 -0.299 0.03
H 1.607 7.833 0.833 0.08
H 2.402 7.002 -0.555 0.07
H 0.911 7.874 -0.776 0.08
H 3.421 9.149 0.211 0.13
H 4.026 8.459 -2.151 0.12
H 3.838 10.256 -2.002 0.12
H 3.244 9.948 -4.424 0.09
H 1.750 9.210 -4.945 0.09
H 2.967 8.147 -4.329 0.09
H 1.193 10.078 -1.232 0.05
H 2.026 11.019 -0.289 0.06
C -7.885 5.864 2.061 -0.06
C -7.051 7.142 2.018 -0.46
C -7.755 8.331 2.714 -0.16
O -9.120 8.597 2.346 -0.19
C -9.389 9.177 1.155 -0.17
N -5.797 6.807 2.629 0.02
H -7.347 5.128 1.462 0.08
H -8.896 6.035 1.694 0.07
H -8.013 5.518 3.086 0.08
H -6.784 7.430 1.001 0.13
H -7.187 9.250 2.860 0.12
H -7.863 7.957 3.732 0.12
H -8.799 10.068 0.942 0.09
H -10.457 9.290 0.966 0.09
H -9.201 8.472 0.346 0.08
H -5.330 6.040 2.164 0.08
H -5.953 6.394 3.537 0.07
C -2.297 -8.339 4.664 -0.07
C -3.092 -9.476 5.331 -0.41
C -2.147 -10.515 6.109 -0.19
O -1.063 -11.128 5.359 -0.20
C 0.084 -11.482 6.199 -0.09
N -3.967 -8.728 6.220 0.02
H -2.983 -7.663 4.154 0.08
H -1.765 -8.702 3.784 0.07
H -1.603 -7.818 5.323 0.08
H -3.654 -10.128 4.663 0.13
H -2.734 -11.307 6.574 0.11
H -1.798 -10.008 7.009 0.10
H -0.323 -12.173 6.938 0.07
H 0.527 -10.615 6.689 0.08
H 0.838 -12.166 5.811 0.08
H -4.498 -9.323 6.839 0.07
H -3.417 -8.088 6.775 0.07
C -6.437 1.217 -4.111 -0.07
C -5.107 0.652 -3.632 -0.46
C -3.996 1.727 -3.535 -0.17
O -3.626 2.455 -4.757 -0.19
C -2.819 3.626 -4.509 -0.12
N -5.312 0.090 -2.312 0.05
H -7.089 0.379 -4.357 0.07
H -6.354 1.797 -5.030 0.07
H -6.926 1.820 -3.345 0.08
H -4.919 -0.163 -4.331 0.14
H -3.056 1.316 -3.165 0.12
H -4.262 2.469 -2.781 0.12
H -2.038 3.413 -3.780 0.08
H -3.304 4.481 -4.037 0.08
H -2.210 3.937 -5.358 0.08
H -4.495 -0.453 -2.074 0.08
H -5.040 0.971 -1.901 0.05
```

Its charge is -1. As for the multiplicity: 1. The HOMO energy is -5.72 eV. For the energy above the lowest of the compared OMol25 structures with the same formula, charge and spin, the calculation gives 136.36 kcal per mole.

---

Record 2
Formula: C31H88BNO22S
Source: the Open Molecules 2025 dataset
Level of theory: wB97M-V/def2-TZVPD

Structure (XYZ):
```
144
Properties=species:S:1:pos:R:3:lowdin_charge:R:1
C 3.775 -2.062 0.756 -0.09
N 4.099 -0.716 0.220 -0.11
C 5.140 -0.986 -0.848 -0.11
B 2.924 -0.013 -0.333 -0.56
O 2.822 1.376 -0.094 0.12
C 1.727 -0.666 -1.187 -0.01
C 1.895 -0.706 -2.666 -0.45
S 3.346 -0.002 -3.534 0.79
C 0.866 -1.296 -3.533 -0.08
C -0.325 -1.846 -2.889 0.03
C -0.488 -1.805 -1.432 -0.02
C 0.533 -1.193 -0.528 -0.01
C 0.233 -1.169 0.974 -0.29
O 0.970 -0.813 1.870 0.10
C -1.169 -1.711 1.434 0.05
C -2.081 -2.282 0.605 0.02
C -1.812 -2.437 -0.899 -0.29
O -2.563 -3.012 -1.668 0.07
H 4.722 -2.505 1.188 0.10
H 3.414 -2.718 -0.088 0.10
H 3.029 -2.062 1.588 0.08
H 4.621 -1.632 -1.625 0.06
H 5.920 -1.670 -0.400 0.09
H 5.573 -0.055 -1.286 0.08
H 3.500 1.655 0.554 0.10
H 3.385 1.362 -3.373 -0.09
H 0.943 -1.347 -4.641 0.09
H -1.140 -2.297 -3.511 0.11
H -1.432 -1.669 2.524 0.13
H -3.055 -2.654 1.014 0.08
C -0.137 3.379 0.328 -0.14
O -0.070 1.969 0.185 -0.13
H -1.170 3.696 0.193 0.06
H 0.202 3.667 1.327 0.08
H 0.487 3.858 -0.431 0.08
H 0.855 1.712 0.307 0.03
C -2.881 -6.135 0.403 -0.12
O -3.700 -5.027 0.766 -0.16
H -3.019 -6.929 1.135 0.06
H -3.171 -6.499 -0.586 0.08
H -1.831 -5.829 0.396 0.08
H -3.559 -4.339 0.102 0.03
C -2.792 -8.683 4.278 -0.14
O -2.409 -7.508 3.570 -0.15
H -2.275 -9.536 3.842 0.08
H -2.512 -8.590 5.331 0.08
H -3.871 -8.833 4.194 0.07
H -2.878 -6.769 3.973 0.08
C -3.169 5.848 -0.731 -0.17
O -2.088 5.564 -1.613 -0.13
H -2.876 5.577 0.284 0.08
H -3.402 6.914 -0.768 0.07
H -4.044 5.265 -1.022 0.07
H -2.371 5.811 -2.500 0.08
C -5.979 -2.141 2.178 -0.13
O -4.916 -2.812 1.512 -0.16
H -5.945 -1.084 1.917 0.08
H -6.937 -2.560 1.863 0.08
H -5.866 -2.248 3.260 0.08
H -4.964 -3.746 1.758 0.06
C 0.500 1.178 -5.981 -0.16
O 1.529 2.156 -6.063 -0.13
H -0.309 1.459 -6.652 0.07
H 0.895 0.203 -6.280 0.07
H 0.120 1.130 -4.956 0.07
H 2.229 1.880 -5.458 0.02
C 4.441 -3.457 -5.306 -0.16
O 3.189 -3.696 -4.676 -0.13
H 4.946 -4.410 -5.453 0.08
H 4.280 -2.980 -6.276 0.08
H 5.058 -2.815 -4.671 0.07
H 2.761 -2.841 -4.556 0.02
C 0.874 -7.336 2.746 -0.16
O 1.261 -6.164 2.036 -0.13
H 1.390 -8.193 2.314 0.08
H 1.155 -7.239 3.799 0.08
H -0.204 -7.480 2.660 0.05
H 0.795 -5.421 2.436 0.07
C 6.513 1.163 1.891 -0.14
O 5.251 1.625 2.357 -0.13
H 6.425 0.907 0.837 0.06
H 7.258 1.952 2.013 0.06
H 6.810 0.276 2.456 0.08
H 5.354 1.844 3.289 0.07
C 6.625 4.729 4.016 -0.14
O 7.101 4.350 2.729 -0.14
H 7.438 4.626 4.734 0.07
H 6.290 5.768 3.996 0.08
H 5.799 4.076 4.311 0.07
H 6.365 4.449 2.114 0.08
C -6.084 -8.089 1.181 -0.16
O -5.649 -9.302 1.784 -0.13
H -5.725 -7.252 1.777 0.07
H -5.674 -8.014 0.170 0.08
H -7.176 -8.064 1.144 0.08
H -5.977 -10.026 1.240 0.07
C 9.668 3.442 6.948 -0.16
O 8.410 3.906 7.427 -0.14
H 9.571 3.189 5.893 0.08
H 10.418 4.227 7.064 0.06
H 9.971 2.552 7.507 0.08
H 8.521 4.123 8.359 0.07
C -3.165 1.888 -5.461 -0.14
O -2.736 1.516 -6.766 -0.13
H -2.323 1.799 -4.776 0.07
H -3.515 2.924 -5.471 0.08
H -3.969 1.225 -5.132 0.07
H -3.495 1.604 -7.352 0.08
C 10.910 6.163 5.073 -0.16
O 12.088 5.844 5.807 -0.13
H 10.055 6.115 5.746 0.07
H 10.991 7.173 4.664 0.08
H 10.774 5.441 4.264 0.08
H 12.829 5.892 5.193 0.08
C -1.279 9.316 0.775 -0.16
O -0.829 8.111 1.378 -0.13
H -0.937 10.156 1.376 0.08
H -0.866 9.399 -0.233 0.08
H -2.372 9.321 0.735 0.07
H -1.145 7.383 0.827 0.05
C -6.330 7.254 0.701 -0.14
O -5.857 6.889 -0.595 -0.15
H -5.512 7.153 1.413 0.09
H -6.676 8.290 0.691 0.08
H -7.147 6.592 0.993 0.07
H -6.596 6.985 -1.206 0.09
C -5.612 3.061 0.706 -0.15
O -6.450 4.150 1.072 -0.13
H -5.737 2.264 1.437 0.07
H -5.895 2.690 -0.283 0.08
H -4.567 3.381 0.697 0.07
H -6.322 4.842 0.411 0.03
C -3.748 -4.871 -4.437 -0.15
O -4.997 -4.387 -3.956 -0.13
H -3.853 -5.125 -5.491 0.08
H -2.987 -4.095 -4.327 0.06
H -3.454 -5.763 -3.878 0.08
H -4.877 -4.169 -3.024 0.07
C -6.697 -0.698 -4.919 -0.17
O -5.643 -1.351 -5.613 -0.13
H -6.699 0.356 -5.195 0.07
H -7.654 -1.147 -5.197 0.08
H -6.540 -0.790 -3.841 0.08
H -5.664 -2.280 -5.350 0.05
```

As for the multiplicity: 1. The HOMO energy is -8.80 eV.

---

Record 3
Formula: C31H89N13O10
Source: the Open Molecules 2025 dataset
Level of theory: wB97M-V/def2-TZVPD

Structure (XYZ):
```
143
Properties=species:S:1:pos:R:3:lowdin_charge:R:1
C -1.860 5.560 4.370 -0.78
O -1.909 4.904 5.403 0.01
N -2.900 5.980 3.677 0.17
N -0.685 6.045 4.092 0.15
H -2.772 6.591 2.882 0.11
H -3.765 5.668 4.095 0.12
H 0.074 5.932 4.749 0.12
H -0.487 6.456 3.191 0.10
C -8.640 -0.988 3.686 -0.76
O -8.446 0.219 3.598 0.02
N -8.530 -1.846 2.704 0.16
N -9.056 -1.582 4.810 0.14
H -8.245 -1.496 1.801 0.13
H -8.781 -2.793 2.949 0.11
H -9.029 -2.586 4.919 0.10
H -9.186 -1.046 5.656 0.11
C -7.759 -6.494 -4.498 -0.86
O -7.648 -6.643 -3.311 0.04
N -8.827 -6.886 -5.117 0.16
N -6.956 -5.783 -5.173 0.18
H -9.556 -7.309 -4.561 0.12
H -9.040 -6.541 -6.042 0.11
H -7.148 -5.712 -6.162 0.12
H -6.202 -5.396 -4.624 0.13
C -8.675 -5.506 9.833 -0.09
C -8.298 -6.844 9.238 -0.42
C -7.157 -6.734 8.231 -0.18
O -7.809 -6.835 6.929 -0.22
C -6.927 -6.861 5.746 -0.08
N -7.965 -7.805 10.346 0.03
H -9.635 -5.636 10.333 0.08
H -8.730 -4.678 9.126 0.08
H -8.021 -5.239 10.663 0.08
H -9.204 -7.207 8.752 0.13
H -6.543 -7.631 8.156 0.12
H -6.607 -5.833 8.505 0.12
H -6.043 -7.491 5.841 0.08
H -6.459 -5.876 5.717 0.07
H -7.408 -6.930 4.770 0.08
H -7.006 -7.745 10.656 0.06
H -8.551 -7.452 11.089 0.05
C -1.402 4.542 -7.422 -0.05
C -2.313 4.255 -6.199 -0.48
C -3.009 5.452 -5.560 -0.23
O -4.047 4.991 -4.789 -0.20
C -4.384 5.880 -3.767 -0.10
N -3.187 3.276 -6.672 0.04
H -2.068 5.164 -8.021 0.07
H -1.055 3.713 -8.040 0.07
H -0.566 5.215 -7.233 0.06
H -1.856 3.840 -5.301 0.13
H -3.366 6.116 -6.347 0.13
H -2.308 5.933 -4.877 0.13
H -5.449 5.697 -3.628 0.09
H -4.519 6.891 -4.152 0.09
H -3.779 5.804 -2.864 0.10
H -2.865 2.375 -6.349 0.09
H -3.872 3.543 -5.980 0.06
C 1.369 -4.450 -8.222 -0.08
C 1.121 -3.235 -9.095 -0.45
C 0.425 -3.525 -10.401 -0.19
O -0.906 -4.108 -10.285 -0.20
C -1.517 -4.337 -11.581 -0.09
N 0.318 -2.382 -8.264 0.03
H 1.880 -4.131 -7.313 0.07
H 1.885 -5.250 -8.752 0.07
H 0.477 -4.968 -7.871 0.08
H 2.098 -2.811 -9.328 0.14
H 1.036 -4.165 -11.037 0.12
H 0.284 -2.547 -10.861 0.12
H -0.811 -4.890 -12.200 0.08
H -1.843 -3.394 -12.021 0.09
H -2.344 -5.046 -11.555 0.08
H -0.581 -2.832 -8.170 0.07
H 0.693 -2.293 -7.331 0.07
C 9.745 3.321 -5.153 -0.07
C 10.907 2.335 -4.964 -0.43
C 12.232 3.114 -4.757 -0.22
O 13.249 2.199 -4.410 -0.20
C 14.454 2.854 -3.947 -0.09
N 10.527 1.498 -3.832 0.03
H 10.008 3.910 -6.032 0.08
H 9.675 3.900 -4.232 0.08
H 8.836 2.759 -5.365 0.08
H 10.986 1.714 -5.856 0.13
H 12.312 3.939 -4.049 0.12
H 12.542 3.615 -5.674 0.12
H 15.182 2.076 -3.721 0.08
H 14.266 3.427 -3.038 0.08
H 14.891 3.508 -4.701 0.08
H 10.035 2.098 -3.185 0.06
H 11.238 0.928 -3.398 0.07
C 0.862 -2.395 7.230 -0.08
C 0.341 -2.562 8.669 -0.41
C -0.234 -1.154 9.240 -0.20
O 0.715 -0.599 10.083 -0.20
C 0.390 0.699 10.576 -0.10
N -0.659 -3.592 8.592 0.02
H 1.148 -3.263 6.637 0.07
H 1.743 -1.754 7.255 0.07
H 0.078 -2.010 6.578 0.07
H 1.101 -2.864 9.389 0.13
H -1.135 -1.441 9.781 0.11
H -0.410 -0.481 8.401 0.12
H 0.193 1.534 9.904 0.09
H 1.246 0.948 11.203 0.09
H -0.487 0.552 11.207 0.08
H -1.481 -3.025 8.439 0.06
H -0.763 -3.820 9.571 0.07
C -1.588 -2.471 -1.245 -0.07
C -0.769 -1.473 -0.372 -0.37
C 0.394 -0.695 -1.085 -0.21
O 1.376 -1.526 -1.723 -0.18
C 2.486 -0.715 -2.196 -0.10
N -1.705 -0.457 0.234 0.02
H -2.541 -2.850 -0.876 0.07
H -1.051 -3.413 -1.357 0.07
H -1.786 -2.128 -2.260 0.07
H -0.273 -2.085 0.382 0.12
H 0.819 0.024 -0.384 0.11
H 0.035 -0.042 -1.880 0.12
H 2.166 0.161 -2.760 0.08
H 2.993 -1.319 -2.949 0.08
H 3.191 -0.335 -1.456 0.08
H -1.391 0.500 0.311 0.05
H -1.859 -0.733 1.193 0.06
C 7.741 7.388 3.265 -0.04
C 7.648 7.040 1.713 -0.40
C 6.562 5.932 1.407 -0.17
O 7.012 4.557 1.704 -0.19
C 6.344 4.065 2.877 -0.11
N 7.297 8.190 0.863 0.01
H 8.556 8.091 3.440 0.06
H 7.964 6.584 3.966 0.06
H 6.810 7.882 3.545 0.07
H 8.584 6.696 1.273 0.12
H 6.513 5.894 0.319 0.11
H 5.575 6.302 1.687 0.12
H 6.436 2.990 3.033 0.08
H 5.273 4.257 2.939 0.08
H 6.869 4.668 3.618 0.07
H 7.974 8.939 0.862 0.07
H 7.472 7.839 -0.068 0.06
```

As for the SMILES: COC[C@H](C)N.COC[C@H](C)N.COC[C@H](C)N.COC[C@H](C)N.COC[C@H](C)N.COC[C@H](C)N.COC[C@H](C)N.NC(N)=O.NC(N)=O.NC(N)=O. As for the multiplicity: 1. The HOMO energy is -8.96 eV. For the energy above the lowest of the compared OMol25 structures with the same formula, charge and spin, the calculation gives 183.33 kcal per mole.

---

Number 1: HOMO-LUMO gap 7.53 eV. Number 2: HOMO-LUMO gap 7.51 eV. Number 3: HOMO-LUMO gap 9.29 eV.